# 1
ORCA calculation (the ωB97M-V functional and the def2-TZVPD basis) on one molecule with the formula C18H29NO3.

Element x y z (Å)
C: -7.43059 -3.17884 0.67369
C: -6.77244 -2.15348 -0.24128
C: -5.52508 -1.54321 0.39322
C: -4.85687 -0.51881 -0.52036
C: -3.61115 0.09180 0.11703
C: -2.93611 1.10723 -0.80188
C: -1.69145 1.71552 -0.16021
C: -1.00794 2.72393 -1.08978
C: 0.22534 3.29500 -0.41569
O: 0.26462 4.38959 0.10357
N: 1.29550 2.46274 -0.45298
C: 2.49252 2.71329 0.31150
C: 2.54269 1.80324 1.54761
O: 2.53314 0.43663 1.19766
C: 3.67836 -0.15430 0.73269
C: 4.92792 0.44033 0.65607
C: 6.02051 -0.27302 0.18145
C: 5.88075 -1.59073 -0.22697
O: 6.88615 -2.37699 -0.71067
C: 8.17895 -1.83145 -0.79693
C: 4.62053 -2.18828 -0.14999
C: 3.53967 -1.48204 0.32082
H: -8.31644 -3.59991 0.20387
H: -6.74083 -3.99050 0.89522
H: -7.72686 -2.71698 1.61307
H: -6.49953 -2.63160 -1.18498
H: -7.48656 -1.35861 -0.46856
H: -4.81298 -2.33907 0.62460
H: -5.79899 -1.06221 1.33523
H: -4.58176 -1.00061 -1.46184
H: -5.56928 0.27605 -0.75352
H: -2.90261 -0.70439 0.35824
H: -3.88781 0.58113 1.05367
H: -2.65819 0.61722 -1.73845
H: -3.64387 1.90307 -1.04344
H: -0.99192 0.91555 0.09685
H: -1.97028 2.22108 0.76673
H: -0.72982 2.23920 -2.02765
H: -1.69221 3.54471 -1.30586
H: 1.17210 1.51772 -0.78240
H: 3.36661 2.54017 -0.32338
H: 2.46241 3.75900 0.62394
H: 1.63047 1.94616 2.13363
H: 3.40510 2.05121 2.17613
H: 5.08433 1.46200 0.96519
H: 6.97586 0.22574 0.13916
H: 8.20997 -0.97288 -1.47611
H: 8.80831 -2.62604 -1.19465
H: 8.55593 -1.53058 0.18620
H: 4.51777 -3.21358 -0.46710
H: 2.56610 -1.94121 0.38761

As for the SMILES: CCCCCCCCC(=O)NCCOc1ccc(OC)cc1. The value obtained for the total energy is -983.758723 hartree. The orbital gap is 8.8 eV. The largest force on an atom comes out at 0.62 eV Å⁻¹. The HOMO energy is -8.09 eV.

---

# 2
ORCA calculation (the ωB97M-V functional and the def2-TZVPD basis) on one molecule with the formula C18H30FN2O6PS in a non-equilibrium geometry.

Element x y z (Å)
C: 0.27957 -2.82674 -4.63937
C: 1.00309 -1.49292 -4.61162
O: 1.78732 -1.33748 -3.43049
P: 1.13030 -1.09436 -1.99757
S: -0.60644 -0.20377 -2.01481
O: 1.17318 -2.52922 -1.29215
C: 0.07436 -3.15560 -0.61781
C: -0.00411 -4.61334 -1.02942
C: 2.51649 -0.15397 -1.18559
O: 2.79958 0.97617 -1.95431
C: 2.09637 0.16337 0.24358
C: 3.24838 0.72467 1.07204
C: 2.80320 1.20389 2.45350
C: 2.27177 0.07084 3.34636
C: 0.85779 0.32174 3.87001
N: -0.15879 0.36287 2.81939
C: -0.59183 -0.86587 2.32130
O: -0.05144 -1.90391 2.64177
C: -1.72424 -0.73792 1.42346
F: -2.29271 -1.87128 0.96821
C: -2.21701 0.45754 1.05419
N: -1.67272 1.60326 1.53117
C: -2.20896 2.93170 1.15411
C: -1.34853 3.57017 0.05717
C: -2.05204 3.08631 -1.20821
C: -3.51041 3.05289 -0.75669
O: -3.49557 2.81492 0.65491
C: -0.64659 1.60018 2.45576
O: -0.20809 2.63628 2.90905
H: 0.98609 -3.63970 -4.48915
H: -0.46703 -2.85353 -3.84678
H: -0.21963 -2.95597 -5.59598
H: 0.27833 -0.67228 -4.67220
H: 1.71631 -1.40848 -5.43511
H: -0.85205 -2.63000 -0.87136
H: 0.24487 -3.07335 0.45955
H: -0.80224 -5.09417 -0.47155
H: -0.20818 -4.70410 -2.09347
H: 0.93563 -5.11306 -0.80961
H: 3.41328 -0.77889 -1.21022
H: 2.00560 1.52759 -1.99697
H: 1.27524 0.88893 0.20827
H: 1.70955 -0.75509 0.69200
H: 4.01705 -0.04364 1.18048
H: 3.69003 1.56216 0.52755
H: 3.65560 1.68146 2.93868
H: 2.03577 1.96939 2.33647
H: 2.27785 -0.87732 2.80956
H: 2.91381 -0.05161 4.21952
H: 0.57917 -0.49039 4.54640
H: 0.81152 1.27763 4.39357
H: -3.05710 0.55291 0.38500
H: -2.21375 3.51573 2.08281
H: -1.40324 4.65485 0.14630
H: -0.30886 3.26327 0.12997
H: -1.71243 2.08653 -1.47974
H: -1.90291 3.75147 -2.05435
H: -4.00614 4.01546 -0.92911
H: -4.09259 2.26484 -1.23868

As for the SMILES: CCOP(=S)(OCC)[C@@H](O)CCCCCn1c(=O)c(F)cn([C@H]2CCCO2)c1=O. The value obtained for the total energy is -2104.363926 hartree. The orbital gap is 9.4 eV. The largest force on an atom comes out at 1.12 eV Å⁻¹. The HOMO energy is -8.77 eV.

---

# 3
ORCA calculation (the ωB97M-V functional and the def2-TZVPD basis) on C18H30HgN2O5PSi2 as an isolated structure in a non-equilibrium geometry.

Element x y z (Å)
Hg: -0.12277 0.36699 0.50005
C: 2.50824 -1.03690 -2.77460
Si: 0.65181 -0.80441 -2.21327
C: -0.18544 -0.24498 -3.89037
C: 0.06953 -2.67962 -2.19898
C: 0.37916 -3.43684 -3.33018
C: 0.03184 -4.76671 -3.47741
C: -0.65347 -5.39105 -2.45301
C: -0.96662 -4.65979 -1.32376
C: -0.63076 -3.31608 -1.15940
Si: -1.18575 -2.50847 0.53799
C: -3.05567 -3.10028 0.58943
C: -0.36533 -3.79811 1.75511
H: 2.63120 -1.58651 -3.70777
H: 3.05076 -1.57439 -2.00160
H: 2.99689 -0.07365 -2.89844
H: 0.01911 -0.90828 -4.73152
H: 0.14170 0.75421 -4.17217
H: -1.26337 -0.20604 -3.75637
H: 0.91099 -2.96642 -4.14799
H: 0.28908 -5.31372 -4.38495
H: -0.94791 -6.43619 -2.53767
H: -1.50734 -5.16336 -0.53370
H: -3.18121 -4.18108 0.56152
H: -3.60040 -2.68549 -0.25492
H: -3.53901 -2.74361 1.49564
H: -0.66740 -4.82998 1.57703
H: -0.61263 -3.55836 2.78471
H: 0.71630 -3.75183 1.66611
C: -3.20119 4.44533 -1.69124
O: -3.04139 4.11729 -0.34763
P: -1.99052 2.76900 0.00482
O: -2.38058 2.88721 1.56717
C: -1.40120 3.11152 2.56329
O: -3.01333 1.58599 -0.46617
C: -4.28244 1.40487 0.11512
H: -3.95451 5.23672 -1.74866
H: -3.53847 3.58731 -2.28416
H: -2.26999 4.81314 -2.13571
H: -1.66432 2.48752 3.42034
H: -1.41350 4.16489 2.86115
H: -0.39455 2.82958 2.23144
H: -4.80924 0.68938 -0.51992
H: -4.83585 2.34848 0.16023
H: -4.19389 0.99017 1.12152
C: 5.32912 3.59370 2.15013
N: 4.26030 2.75708 2.61123
C: 4.41902 1.89193 3.63817
C: 3.42231 1.08258 4.02809
C: 2.15135 1.11202 3.28876
O: 1.22846 0.35021 3.58303
N: 2.03281 2.01613 2.28884
C: 2.98539 2.84808 1.92504
O: 2.91097 3.72513 1.07440
H: 6.13079 3.64188 2.89120
H: 4.93270 4.59309 1.96540
H: 5.73270 3.21017 1.20660
H: 5.39696 1.90989 4.12182
H: 3.54057 0.40066 4.85614

The value obtained for the total energy is -2263.388641 hartree. Its spin multiplicity is 2. The orbital gap (spin up / spin down) is 4.7 / 4.9 eV. As for the expectation value of S²: 0.7597. Its net charge is -2. The largest force on an atom comes out at 1.45 eV Å⁻¹. The HOMO energy (spin up / spin down) is 0.16 / -0.02 eV.

---

# 4
ORCA calculation (the ωB97M-V functional and the def2-TZVPD basis) on C18H30N2O4S6Sc as an isolated structure.

Element x y z (Å)
Sc: 0.75789 1.95988 -1.19556
C: 2.40819 0.30725 1.87752
C: 2.09056 -0.93327 1.05391
S: 2.12053 -0.66568 -0.73959
C: 3.88710 -0.41279 -1.05293
C: 4.08571 0.42922 -2.30124
S: 3.32373 2.07222 -2.24111
C: 4.18664 2.79637 -0.81560
C: 3.69490 4.22033 -0.59119
S: 1.89255 4.35198 -0.41052
C: 1.63873 4.34492 1.38173
C: 2.10299 3.09978 2.11950
S: 1.21593 1.62748 1.53535
H: 3.41043 0.68551 1.67065
H: 2.34691 0.06559 2.93843
H: 1.09114 -1.32466 1.26404
H: 2.79992 -1.72777 1.28579
H: 4.34729 -1.38983 -1.20033
H: 4.34724 0.04981 -0.18169
H: 3.63343 -0.04724 -3.17237
H: 5.14586 0.56644 -2.51256
H: 5.25426 2.78910 -1.04124
H: 3.99996 2.17706 0.06104
H: 3.94660 4.84717 -1.44607
H: 4.16448 4.65401 0.29203
H: 0.56033 4.48281 1.47651
H: 2.12949 5.22584 1.79509
H: 1.90430 3.21010 3.18499
H: 3.17153 2.92792 1.98550
O: -0.78649 3.09167 -0.45501
S: -1.49600 3.63654 -1.71371
O: -1.65312 5.05246 -1.61659
O: -2.64125 2.82280 -2.00714
S: -0.01241 3.19665 -3.12752
C: -5.23166 -3.60485 0.04076
C: -4.50712 -2.40145 0.62551
N: -3.21018 -2.74386 1.21248
C: -3.22158 -3.51576 2.46058
C: -2.69192 -4.93058 2.27911
C: -2.02865 -2.24529 0.81193
O: -0.99450 -2.36154 1.46885
C: -1.92206 -1.51136 -0.49981
C: -2.44358 -1.91449 -1.72143
C: -2.12465 -1.18889 -2.85955
C: -1.27592 -0.10339 -2.75628
N: -0.73898 0.26314 -1.58647
C: -1.08483 -0.41512 -0.49503
H: -6.19010 -3.29323 -0.37407
H: -5.42769 -4.35571 0.80673
H: -4.64832 -4.07874 -0.75035
H: -5.11696 -1.95768 1.41589
H: -4.36557 -1.62816 -0.12476
H: -4.25338 -3.53399 2.81031
H: -2.62227 -2.98242 3.19784
H: -3.29275 -5.48159 1.55485
H: -2.72348 -5.46660 3.22761
H: -1.65927 -4.90559 1.93429
H: -3.08291 -2.78493 -1.79055
H: -2.52511 -1.46157 -3.82519
H: -1.01402 0.49942 -3.61497
H: -0.67190 -0.08552 0.45156

The value obtained for the total energy is -4264.195763 hartree. The orbital gap is 8.3 eV. Its net charge is +1. The largest force on an atom comes out at 0.68 eV Å⁻¹. The HOMO energy is -11.30 eV.